(1)
ORCA calculation (ωB97M-V/def2-TZVPD) on a cluster of 4 separate species, C33H68I2N2O18P3S2 in total in a non-equilibrium geometry.

For the total energy, the calculation gives -5176.90127 Eh. Its total charge is +1. The largest force on an atom is 9.65 eV/Å. Its lowest unoccupied orbital energy is -4.877 eV.

CARTESIAN COORDINATES (ANGSTROEM)
H1 -6.9804 2.4955 0.6909
H2 9.0461 -9.0284 3.6525
H3 9.0907 -8.9231 6.0586
H4 -7.4176 9.7240 -3.9426
H5 1.5039 6.1904 0.2662
H6 -3.3827 9.0591 0.1258
C1 8.2381 -8.4336 5.5715
H7 5.5584 -4.7087 3.7235
C2 -1.4552 1.2235 -0.8502
C3 8.0845 -9.0127 4.1746
H8 3.4582 -2.7842 -4.0239
H9 -10.2758 2.9413 1.3276
C4 6.5517 -3.0209 4.6370
H10 -6.6293 7.0550 -4.4715
H11 -4.4559 -1.0638 -1.7617
C5 -5.6421 2.2040 -1.9788
H12 7.3586 -8.6466 6.2142
I1 -0.1501 2.9619 2.7776
O1 7.5147 -5.1977 4.1519
C6 0.2347 2.6423 0.6023
H13 5.8571 -2.2622 4.2633
C7 3.4790 -7.9853 -4.0173
O2 -4.8713 10.6063 -2.9833
H14 0.5563 -3.5475 1.8817
H15 1.0784 -1.9104 2.0085
H16 -6.0467 6.3554 -1.5369
P1 3.4730 -6.2692 -1.9078
S1 -10.9775 0.6890 0.5125
C8 9.4123 -5.1756 7.1272
H17 -2.7875 11.4976 0.3814
O3 -5.8561 8.4348 -3.1713
O4 -5.7940 2.8142 -3.1862
O5 5.0569 -5.8383 -1.7034
H18 0.1534 -3.4651 -0.3095
O6 3.2139 -5.4686 -3.3474
O7 -1.9478 -1.1367 0.6644
H19 10.6017 -6.5366 5.8444
H20 9.6510 -4.3090 7.7521
C9 1.0571 5.2703 0.8812
H21 0.2878 4.3448 -1.0655
O8 -10.5499 -0.3192 -0.5898
C10 0.9111 3.9777 -0.1164
C11 10.7062 -5.6344 6.4505
H22 -4.1848 11.9299 -0.6320
H23 -4.9766 6.6996 -3.9784
H24 6.3364 -7.9625 0.5831
H25 -12.2078 -0.4570 2.0028
H26 -2.8374 11.0292 -1.3247
C12 -4.1230 2.2817 -1.3294
C13 2.2118 -4.4541 -3.4350
C14 -5.9522 7.0781 -3.6084
H27 9.0146 -5.9468 7.7906
C15 -2.1265 3.6157 0.1855
H28 -1.8416 4.5775 0.7887
O9 6.2743 -6.9767 5.0847
P2 -4.4375 9.0019 -2.5031
C16 -7.0280 10.7089 -4.2082
H29 -4.4347 4.4886 -0.2779
H30 -9.3722 3.6241 -0.8614
H31 7.4111 -8.4107 3.5373
O10 2.9045 -5.0642 -1.1190
H32 4.8109 -8.1784 -0.2880
C17 -3.6699 3.5932 -0.4458
H33 2.4000 -7.8333 -3.9419
H34 -7.5934 6.4248 -2.3559
H35 -5.0841 10.0912 -4.9791
C18 -6.5352 6.1968 -2.5158
S2 -3.4913 -0.3970 -2.5837
C19 -7.3292 2.6480 -0.4183
H36 6.2578 -3.2761 5.6577
O11 -11.2563 -0.1271 1.9867
H37 3.5839 -7.6713 -6.1628
C20 2.8107 -3.0785 -3.1922
H38 1.8446 5.0809 1.7547
C21 -3.4423 11.1484 -0.4229
P3 7.2776 -5.9251 5.6186
O12 4.1081 -7.6155 -2.7892
H39 0.7012 0.2135 -1.0136
H40 7.5554 -2.5788 4.6901
C22 6.5511 -4.2436 3.7415
H41 1.8019 -4.4800 -4.4525
H42 11.0920 -4.8550 5.7851
H43 -7.4327 11.4125 -3.4732
H44 6.6669 -5.7458 -0.4628
C23 -8.9670 2.5564 -0.5751
C24 -5.5004 10.7923 -4.2523
H45 3.6424 -9.0609 -4.1381
H46 -6.9837 3.7149 -0.7563
H47 3.4518 -3.0475 -2.2923
H48 -6.4462 5.1347 -2.7734
H49 -5.2301 11.7985 -4.5882
H50 -1.5249 -2.0663 -1.2101
C25 4.0568 -7.2837 -5.2488
H51 -8.8687 1.5983 1.5350
C26 -0.9307 -1.4177 -0.4030
O13 -6.7274 1.5459 -1.2340
O14 -4.0493 7.5660 -2.0732
C27 -4.1238 9.8497 -0.0410
C28 5.7931 -7.7024 -0.3306
H52 0.0138 5.6668 1.3003
C29 -0.4344 -0.0225 -1.1684
H53 0.9340 1.7050 0.5592
O15 -5.0504 9.4310 -1.0277
O16 -12.3470 1.2900 0.0660
H54 5.1389 -7.4394 -5.3105
H55 3.8967 -6.2036 -5.2680
H56 -4.6764 9.9855 0.8938
H57 6.7951 -3.9485 2.7162
O17 8.5186 -7.0339 5.5146
I2 2.9727 3.4025 -0.7196
N1 -1.1254 2.4620 -0.0347
N2 0.3276 -2.5408 1.6462
H58 1.3576 -4.6665 -2.7588
H59 6.3257 -8.1350 -1.1879
H60 -1.5158 -0.6576 1.4342
H61 5.1018 -5.7738 0.3566
H62 11.4672 -5.8710 7.2083
H63 7.6947 -10.0369 4.2106
C30 -2.9765 1.1035 -1.5348
H64 2.0275 -2.3193 -3.0794
H65 -7.4491 10.9391 -5.1977
O18 8.3986 -4.7502 6.2150
H66 -9.2264 1.8269 -1.4629
C31 -9.6816 2.0439 0.8156
H67 -0.5602 -0.2601 -2.3316
C32 5.6709 -6.1990 -0.4784
H68 1.3298 -1.9926 -0.3190
C33 0.3070 -2.3600 0.1146

Mulliken atomic charge list, values in e, 99 entries: 0.2983 0.3028 0.3520 0.2017 0.3782 0.2069 -0.3974 0.2608 0.4848 -0.9616 0.3589 0.3361 -1.0763 0.4230 0.2418 0.0711 0.3582 0.1759 -0.3487 -1.0640 0.3999 -0.1924 -0.3407 0.2782 0.2155 0.2276 1.0331 1.0969 -0.1976 0.4089 -0.2378 -0.4674 -0.3869 0.1777 -0.2885 -0.4993 0.1941 0.3471 -1.1005 0.4665 -0.5666 -0.1264 -0.9935 0.2219 0.3418 0.2997 0.3779 0.2885 0.6213 -0.3007 -0.6479 0.2697 0.0466 0.1771 -0.7360 0.9214 -1.0117 0.1802 0.3358 0.1383 -0.7222 0.2983 -0.5462 0.2536 0.2634 0.2571 -0.6042 -0.1812 0.2283 0.2940 -0.4812 0.3753 -1.0169 0.3720 -1.0284 1.0089 -0.3257 0.3622 0.2420 -0.1683 0.3903 0.2916 0.2991 0.3033 -0.6233 -0.1801 0.3542 -0.2491 0.2642 0.1724 0.3520 0.2699 -0.9997 0.4032 0.3227 -0.2892 -0.6794 -0.2270 -0.9362

(2)
ORCA calculation (ωB97M-V/def2-TZVPD) on an isolated molecule of C2H4O3S2 in a non-equilibrium geometry.

For the total energy, the calculation gives -1100.62345 Eh. Its total charge is 0. The largest force on an atom is 3.82 eV/Å. Its lowest unoccupied orbital energy is 0.617 eV.

CARTESIAN COORDINATES (ANGSTROEM)
C1 -0.4296 0.4527 -0.3319
O1 -1.8988 2.9208 1.9999
H1 0.6353 3.4854 2.0340
O2 0.4936 3.0318 1.2266
C2 -0.2072 -0.8722 -0.4837
S1 -1.1310 -1.8811 0.5896
O3 -1.0850 1.0575 0.7263
H2 -1.5678 -2.7428 -0.3241
H3 0.4715 -1.3991 -1.1472
S2 -1.1437 2.7563 0.8080
H4 0.1003 1.3186 -0.9313

Taken from the natural (NBO) analysis, the atomic charges in e are: 0.1259 -0.8879 0.5024 -0.9193 -0.4557 0.0166 -0.6933 0.1202 0.2466 1.7654 0.1791

(3)
ORCA calculation (ωB97M-V/def2-TZVPD) on the ion C4H11N2 with charge +1 in a non-equilibrium geometry.

For the total energy, the calculation gives -268.18632 Eh. Its total charge is +1. The largest force on an atom is 4.92 eV/Å. Its lowest unoccupied orbital energy is -3.592 eV.

CARTESIAN COORDINATES (ANGSTROEM)
H1 0.2052 1.7748 1.8214
H2 0.1943 2.4572 -0.3109
C1 -0.2615 -0.9266 -0.3053
H3 0.3092 -1.0439 -2.1309
H4 -0.1092 -3.1095 -0.8297
N1 0.9378 1.7371 -0.0658
H5 1.0131 0.9781 -0.8070
C2 -0.6207 -0.0030 0.8415
H6 1.9170 2.1597 0.0713
H7 -1.0483 -0.7507 1.4988
H8 -1.4281 0.5543 0.6469
C3 -0.5930 -2.3228 -0.1971
H9 -1.0945 -0.1867 -2.0427
N2 -0.1704 -0.2648 -1.6156
C4 0.5839 0.9727 1.2378
H10 1.4334 0.5017 1.5971
H11 -1.2681 -2.5274 0.5902

Taken from the natural (NBO) analysis, the atomic charges in e are: 0.2214 0.4523 0.1245 0.3919 0.2315 -0.7332 0.4805 -0.4858 0.4489 0.2640 0.2099 -0.3566 0.4019 -0.9074 -0.1822 0.2284 0.2100

(4)
ORCA calculation (ωB97M-V/def2-TZVPD) on a structure of composition C25H44Cl3N4O3SiTi in a non-equilibrium geometry.

For the total energy, the calculation gives -3943.34311 Eh. Its total charge is -1. As for the expectation value of S²: 2.0053. The largest force on an atom is 4.47 eV/Å. As for the spin multiplicity: 3. Its lowest unoccupied orbital energy (spin up / spin down) is 2.275 / 2.266 eV.

CARTESIAN COORDINATES (ANGSTROEM)
H1 -5.7775 5.2444 -1.6252
H2 -3.8826 0.0901 2.9244
H3 -0.5344 -2.1273 5.4215
C1 -1.3030 -2.9104 3.5532
O1 1.4177 1.8759 0.0703
C2 2.0324 1.0436 0.8023
O2 1.5699 -2.4393 -0.5842
H4 3.4761 0.1114 2.5581
C3 -0.3401 -2.3244 4.3669
H5 -0.1734 3.8166 1.0915
H6 -3.5267 1.1286 4.3400
C4 0.8223 -1.8664 3.7378
H7 -0.0070 0.7345 3.8300
H8 -4.5180 5.4347 -2.8558
H9 3.5605 -0.7746 -1.2871
C5 -1.8265 0.5915 1.7162
H10 1.2345 -2.1940 -4.7156
C6 2.6755 -4.2493 0.5211
H11 2.4514 -4.1070 1.5814
H12 -2.9293 -0.5684 4.2740
Cl1 0.3895 -0.0261 -1.5322
C7 -1.0791 -3.1283 2.1860
C8 4.0124 -4.8186 0.1923
H13 -2.6675 0.1084 1.2010
H14 2.0356 -4.0126 -2.4857
C9 3.7774 0.1945 -0.8054
H15 0.4602 -4.7246 -2.0131
C10 -0.8852 1.3946 3.8040
N1 -3.5102 3.1272 -0.9619
H16 1.7079 0.8763 1.8424
H17 -1.8926 -3.5658 1.5934
C11 -4.9313 4.7444 -2.1065
C12 3.8853 -0.2726 1.6203
H18 4.8604 0.2355 -0.6098
Ti1 -0.7761 1.7985 -0.7834
H19 -1.0005 2.0401 -4.3907
C13 1.6627 -3.8873 -0.3936
H20 3.8872 -1.3742 1.6598
C14 -3.1493 0.3337 3.6942
H21 1.1296 2.1226 -4.7938
H22 -0.4127 -2.4125 -3.9824
C15 -0.9995 4.5405 1.1766
C16 0.1497 -2.7708 1.5493
H23 -5.3207 3.8776 -2.6653
C17 0.2372 -1.7428 -4.5694
C18 1.6151 1.1533 -4.5628
C19 0.4277 -2.9636 0.0667
H24 -3.8710 2.2880 -1.4250
H25 3.4915 1.0222 -1.4602
H26 4.6130 -4.2633 -0.5591
H27 1.5448 -1.2916 4.2926
C20 1.0746 -2.1369 2.3848
H28 4.9361 0.0388 1.5200
N2 -2.3636 3.0559 -0.2244
H29 3.9855 -5.8806 -0.1070
O3 -0.7791 0.9720 1.0987
H30 -1.3366 4.5339 2.2229
C21 -3.9377 4.3819 -1.0856
H31 -2.2571 -3.1748 4.0270
H32 1.9562 0.7030 -5.5090
H33 -1.2838 1.5055 4.8187
Si1 0.3170 -0.0191 -3.9271
C22 -2.1389 4.2954 0.2766
H34 2.4808 1.3609 -3.9138
H35 -0.2518 -1.5522 -5.5467
Cl2 -0.0533 3.3190 -2.2404
H36 1.9948 -1.8254 1.9012
H37 -1.5190 0.6298 -5.3987
H38 -0.5986 2.3786 3.4070
N3 3.1023 0.2591 0.5029
C23 -1.2373 0.9612 -4.3763
C24 1.5128 -4.6169 -1.7276
H39 -2.0931 0.7822 -3.7019
Cl3 -2.5700 0.4631 -1.4106
H40 4.5658 -4.7229 1.1449
N4 -1.9608 0.7979 3.0099
H41 -0.5849 5.5356 0.9588
H42 -3.2408 6.1830 -0.0140
H43 1.9948 -5.6069 -1.6971
H44 -0.3960 -2.8760 -0.6766
C25 -3.1315 5.1418 -0.2162

Taken from the Mulliken analysis, the atomic charges in e are: 0.3111 0.3301 0.3859 -0.4175 -0.7854 0.2964 -0.0618 0.2939 -0.6353 -0.0076 0.3717 -0.6967 0.0019 0.2631 0.0831 -0.2289 0.2995 -0.7613 0.2935 0.3016 0.0000 -0.6922 -1.5938 0.2803 0.1165 -0.8529 0.3238 -0.6916 -0.2474 -0.0414 0.3644 -1.2243 -1.0471 0.4384 -0.0680 0.2274 1.2432 0.2437 -1.0169 0.2780 0.2385 -0.8944 0.3849 0.3139 -0.9761 -0.9548 -0.8263 0.1476 0.2084 0.2090 0.3990 0.3238 0.4429 0.6141 0.3439 0.7698 0.2265 0.6444 0.3895 0.3877 0.4509 0.6199 0.6641 0.2120 0.3686 -0.6616 0.1855 0.3869 0.0958 0.4953 -1.0197 -1.4521 0.2400 -0.8874 0.4052 0.5387 0.3453 0.4301 0.3532 0.4747 -1.3151

Question: Among the records above, which one has the highest total energy?
Answer: C4H11N2

Question: total energy of number 2 (C2H4O3S2)?
Answer: -1100.62345 Eh

Question: Look up the total charge of the fourth one.
Answer: -1

Question: Which formula does entry 4 have?
Answer: C25H44Cl3N4O3SiTi